# 1
DFT (the ωB97M-V functional and the def2-TZVPD basis) results for a molecular structure, C16H42BrN3O in a non-equilibrium geometry.

Values from the calculation:
Lowest unoccupied orbital energy in eV: -5.301
Highest occupied orbital energy in eV: -14.022
Relative energy (zero: lowest compared OMol25 entry of this formula, charge and spin) in kJ/mol: 931.7
Frontier orbital gap in eV: 8.7
Total charge: +2
DFT total energy in eV: -93809.88869

Cartesian coordinates (Å):
N  -16.184  20.342  -18.070
H  -15.464  20.358  -18.778
H  -17.106  20.148  -18.434
H  -16.248  21.243  -17.618
H  -15.930  19.756  -17.288
Br  -16.168  18.755  -16.077
C  -15.313  14.195  -14.029
C  -14.942  15.569  -14.578
N  -14.382  16.599  -13.594
C  -13.054  16.132  -12.912
C  -14.058  17.841  -14.401
C  -13.502  19.046  -13.687
C  -15.308  16.837  -12.361
C  -16.541  17.763  -12.610
O  -17.408  17.041  -13.455
C  -18.557  17.820  -13.837
H  -15.575  13.625  -14.921
H  -16.101  14.134  -13.278
H  -14.390  13.735  -13.676
H  -15.845  15.987  -15.022
H  -14.172  15.411  -15.334
H  -12.315  16.098  -13.712
H  -13.203  15.122  -12.530
H  -12.721  16.871  -12.183
H  -14.968  18.071  -14.956
H  -13.449  17.483  -15.230
H  -13.336  19.773  -14.482
H  -12.517  18.835  -13.271
H  -14.170  19.510  -12.961
H  -14.688  17.396  -11.660
H  -15.589  15.869  -11.946
H  -16.216  18.758  -12.914
H  -16.948  17.923  -11.612
H  -19.321  17.361  -14.465
H  -18.251  18.698  -14.407
H  -19.047  18.034  -12.887
C  -13.307  20.582  -15.908
C  -13.042  19.289  -16.742
C  -14.218  18.538  -17.373
N  -13.765  17.531  -18.498
C  -13.422  18.142  -19.879
C  -14.995  16.560  -18.692
C  -14.376  15.265  -19.170
C  -12.840  15.270  -18.837
C  -12.576  16.614  -18.071
H  -13.935  20.281  -15.069
H  -13.917  21.298  -16.458
H  -12.387  21.102  -15.640
H  -12.554  18.495  -16.176
H  -12.410  19.652  -17.552
H  -15.000  19.076  -17.910
H  -14.811  17.976  -16.652
H  -13.576  17.316  -20.573
H  -12.376  18.434  -19.791
H  -14.208  18.809  -20.236
H  -15.695  17.024  -19.387
H  -15.537  16.514  -17.747
H  -14.624  15.099  -20.218
H  -14.938  14.418  -18.777
H  -12.212  15.278  -19.728
H  -12.489  14.449  -18.212
H  -11.662  17.069  -18.454
H  -12.566  16.436  -16.996

=====

# 2
DFT (the ωB97M-V functional and the def2-TZVPD basis) results for a single C20H20N4O4S2 molecule.

Values from the calculation:
Lowest unoccupied orbital energy in eV: -0.085
Highest occupied orbital energy in eV: -8.148
Relative energy (zero: lowest compared OMol25 entry of this formula, charge and spin) in kJ/mol: 0.0
Frontier orbital gap in eV: 8.1
DFT total energy in eV: -56886.88795

Cartesian coordinates (Å):
C  -2.799  4.084  0.440
O  -1.842  3.130  0.051
C  -0.570  3.311  0.619
C  -0.450  2.759  2.057
N  -0.014  1.391  2.079
C  1.224  0.934  2.431
S  2.535  2.011  2.883
C  3.290  2.259  1.195
C  2.907  1.104  0.348
N  1.839  1.216  -0.376
C  1.395  0.087  -0.966
S  -0.100  0.021  -1.812
C  0.098  -1.699  -2.031
C  -0.988  -2.441  -2.658
O  -1.005  -3.630  -2.870
O  -2.010  -1.622  -2.962
C  -3.141  -2.236  -3.557
C  1.269  -2.190  -1.503
C  1.706  -3.607  -1.553
C  2.021  -1.156  -0.887
C  3.256  -1.266  -0.141
O  3.955  -2.238  0.019
N  3.619  -0.042  0.448
N  1.369  -0.354  2.327
C  0.171  -0.813  1.849
C  -0.219  -2.102  1.499
C  -1.484  -2.261  0.981
C  -2.352  -1.177  0.815
C  -1.989  0.107  1.160
C  -0.713  0.279  1.676
H  -3.020  4.041  1.514
H  -2.467  5.100  0.193
H  -3.704  3.855  -0.119
H  0.129  2.770  -0.028
H  -0.308  4.379  0.620
H  0.281  3.343  2.622
H  -1.419  2.826  2.560
H  4.362  2.336  1.362
H  2.889  3.183  0.785
H  -2.857  -2.740  -4.484
H  -3.573  -2.973  -2.877
H  -3.850  -1.437  -3.756
H  2.317  -3.836  -0.684
H  0.847  -4.269  -1.614
H  2.318  -3.766  -2.440
H  4.414  -0.088  1.076
H  0.460  -2.930  1.623
H  -1.815  -3.246  0.686
H  -3.332  -1.352  0.396
H  -2.649  0.944  1.002

=====

# 3
DFT (the ωB97M-V functional and the def2-TZVPD basis) results for a molecular structure, C29H62HgN8O4SSi2.

Values from the calculation:
Lowest unoccupied orbital energy (spin up / spin down) in eV: 2.502 / 2.499
Multiplicity: 2
Highest occupied orbital energy (spin up / spin down) in eV: -2.744 / -5.533
Relative energy (zero: lowest compared OMol25 entry of this formula, charge and spin) in kJ/mol: 0.0
Frontier orbital gap (spin up / spin down) in eV: 5.2 / 8.0
Total charge: -1
DFT total energy in eV: -81961.12553

Cartesian coordinates (Å):
Hg  -0.256  -0.467  1.064
C  -3.846  -1.027  0.269
C  -4.147  -0.235  1.371
C  -3.796  1.109  1.378
C  -3.160  1.665  0.275
C  -2.868  0.873  -0.827
C  -3.198  -0.476  -0.828
H  -4.095  -2.081  0.275
H  -4.646  -0.667  2.230
H  -4.003  1.719  2.248
H  -2.872  2.709  0.279
H  -2.356  1.299  -1.681
H  -2.912  -1.089  -1.674
N  1.442  0.755  -1.050
N  1.967  1.832  -1.765
C  1.483  3.079  -1.681
N  2.143  3.969  -2.502
S  0.183  3.571  -0.766
H  2.213  0.183  -0.721
H  0.829  0.147  -1.627
H  2.626  1.639  -2.509
H  3.102  3.767  -2.740
H  1.942  4.932  -2.289
N  4.537  -3.182  -1.357
N  3.740  -2.897  -0.254
N  3.271  -3.832  0.528
C  2.607  -3.097  1.418
N  2.703  -1.789  1.173
N  3.447  -1.677  0.092
H  4.272  -2.518  -2.079
H  4.273  -4.116  -1.651
H  2.044  -3.516  2.232
C  2.118  -1.737  -6.394
C  1.680  -1.391  -4.975
C  1.590  0.127  -4.813
C  2.683  -1.964  -3.970
O  0.404  -1.971  -4.799
Si  -0.386  -2.188  -3.336
O  0.125  -1.333  -2.133
O  -1.993  -1.931  -3.676
C  -2.720  -1.796  -4.881
C  -4.193  -1.770  -4.485
C  -2.348  -0.483  -5.568
C  -2.451  -2.979  -5.809
O  -0.214  -3.840  -3.144
C  -0.618  -4.582  -2.004
C  -2.012  -4.180  -1.526
C  0.387  -4.356  -0.878
C  -0.618  -6.047  -2.425
H  3.087  -1.288  -6.623
H  1.381  -1.365  -7.107
H  2.191  -2.819  -6.510
H  2.587  0.574  -4.769
H  1.043  0.359  -3.899
H  1.053  0.569  -5.654
H  3.686  -1.573  -4.174
H  2.694  -3.054  -4.051
H  2.365  -1.698  -2.958
H  -4.373  -0.969  -3.767
H  -4.473  -2.717  -4.019
H  -4.827  -1.610  -5.360
H  -2.496  0.347  -4.875
H  -2.961  -0.320  -6.457
H  -1.297  -0.503  -5.856
H  -2.743  -3.909  -5.319
H  -1.388  -3.038  -6.043
H  -3.018  -2.874  -6.738
H  -2.002  -3.155  -1.151
H  -2.340  -4.845  -0.724
H  -2.725  -4.229  -2.350
H  0.469  -3.285  -0.681
H  1.369  -4.736  -1.169
H  0.073  -4.867  0.037
H  -1.378  -6.221  -3.189
H  -0.820  -6.696  -1.570
H  0.355  -6.309  -2.844
C  2.654  0.199  3.724
Si  0.830  0.619  3.452
C  -0.130  -0.318  4.838
C  -1.576  0.176  4.927
C  0.544  -0.179  6.208
C  -0.153  -1.805  4.465
C  0.682  2.532  3.508
C  -0.665  2.985  2.934
C  1.798  3.093  2.619
C  0.848  3.096  4.923
H  3.049  0.665  4.634
H  3.251  0.534  2.877
H  2.793  -0.880  3.801
H  -1.629  1.212  5.269
H  -2.144  -0.436  5.639
H  -2.075  0.118  3.956
H  0.564  0.854  6.555
H  1.572  -0.544  6.186
H  -0.002  -0.770  6.955
H  -0.668  -1.971  3.517
H  -0.672  -2.380  5.242
H  0.859  -2.210  4.368
H  -0.774  2.663  1.898
H  -0.732  4.080  2.955
H  -1.509  2.586  3.499
H  1.723  2.708  1.600
H  2.788  2.847  3.011
H  1.716  4.184  2.566
H  0.025  2.801  5.577
H  0.862  4.193  4.887
H  1.782  2.768  5.387

=====

# 4
DFT (the ωB97M-V functional and the def2-TZVPD basis) results for 14 unconnected molecules or ions with the total composition C6H43N2O13 in a non-equilibrium geometry.

Values from the calculation:
Lowest unoccupied orbital energy in eV: -2.473
Highest occupied orbital energy in eV: -12.195
Relative energy (zero: lowest compared OMol25 entry of this formula, charge and spin) in kJ/mol: 731.7
Frontier orbital gap in eV: 9.7
Total charge: +1
DFT total energy in eV: -36507.64560

Cartesian coordinates (Å):
N  -1.801  0.726  -0.501
C  -0.658  0.949  -1.504
C  0.395  1.907  -0.812
C  -0.264  -0.468  -1.851
N  -0.126  -1.316  -0.671
C  0.372  -2.691  -1.121
C  0.425  -3.760  -0.080
C  0.868  -0.785  0.287
H  -2.611  1.527  -0.666
H  -1.559  0.853  0.447
H  -2.427  -0.099  -0.646
H  -1.115  1.594  -2.294
H  0.744  2.595  -1.513
H  0.266  2.275  0.143
H  1.393  1.318  -0.749
H  0.581  -0.202  -2.609
H  -1.051  -1.128  -2.388
H  1.330  -2.372  -1.565
H  -0.405  -2.802  -1.868
H  -0.492  -4.337  -0.125
H  1.335  -4.558  -0.426
H  0.529  -3.226  0.801
H  1.479  -1.573  0.808
H  0.312  -0.527  1.218
H  1.798  -0.174  0.034
H  -2.761  -2.733  -3.387
H  -3.101  -1.214  -3.822
O  -3.460  -2.117  -3.600
H  -1.664  -1.433  0.666
H  -2.373  -3.005  0.698
O  -2.454  -1.986  0.742
H  3.858  2.765  0.310
H  3.170  4.100  0.026
O  3.463  3.340  -0.379
H  1.966  0.798  -4.038
H  2.404  2.232  -4.055
O  1.846  1.575  -4.540
H  0.845  2.997  4.413
H  0.883  1.428  4.174
O  1.026  2.378  3.624
H  1.072  -0.325  5.494
H  -0.273  -0.347  4.748
O  0.467  0.185  5.057
H  4.459  0.618  -2.581
H  3.269  0.929  -1.611
O  3.475  0.517  -2.493
H  -2.412  -1.719  3.255
H  -0.985  -1.857  2.756
O  -1.589  -1.979  3.573
H  1.305  -3.679  3.343
H  -0.060  -3.273  3.704
O  0.870  -2.874  3.687
H  3.628  1.366  2.572
H  2.279  1.691  2.324
O  3.001  1.290  1.823
H  -5.294  -0.296  -0.738
H  -5.125  0.933  -0.090
O  -4.512  0.457  -0.567
H  -1.415  3.268  2.204
H  -0.132  2.491  2.391
O  -0.846  2.531  1.816
H  -1.242  1.274  -5.029
H  0.079  1.453  -4.335
O  -0.766  1.131  -4.155

=====

Number 1: molar mass 372.44 g/mol. Number 2: molar mass 444.54 g/mol. Number 3: molar mass 875.70 g/mol. Number 4: molar mass 351.41 g/mol.